(1)
{"formula": "C49H50BrF3GdN5O4STe", "method": "the ωB97M-V functional and the def2-TZVPD basis", "orbital_gap_ev": [4.1, 5.9], "total_charge": 2, "spin_multiplicity": 8, "e_homo_ev": [-10.0, -11.7], "elements": ["Gd", "O", "C", "C", "C", "C", "C", "C", "C", "O", "N", "N", "C", "C", "Br", "C", "C", "C", "C", "C", "C", "C", "H", "H", "H", "H", "H", "H", "H", "H", "H", "H", "H", "H", "H", "H", "F", "C", "F", "F", "C", "C", "C", "C", "N", "C", "S", "H", "H", "H", "O", "N", "C", "N", "C", "C", "C", "C", "C", "C", "C", "C", "H", "H", "H", "H", "H", "H", "H", "H", "H", "H", "H", "H", "H", "C", "C", "C", "C", "C", "C", "C", "O", "C", "C", "C", "H", "H", "H", "H", "H", "H", "H", "H", "H", "H", "H", "H", "C", "Te", "C", "C", "C", "C", "C", "C", "C", "H", "H", "H", "H", "H", "H", "H", "H"], "positions_angstrom": [[14.07757, 15.13924, 13.68714], [16.27809, 16.05116, 18.85319], [15.17153, 16.69449, 19.37010], [15.09421, 17.02430, 20.74451], [13.86981, 17.28338, 21.34111], [12.69987, 17.31741, 20.58534], [12.83282, 17.11441, 19.20900], [14.01990, 16.74429, 18.57862], [13.99712, 16.30993, 17.10838], [15.06540, 16.85605, 16.23059], [12.77356, 16.56452, 16.44936], [12.70183, 16.48042, 15.04858], [11.70084, 17.21910, 14.58734], [11.14238, 17.14870, 13.29967], [11.23919, 15.47626, 12.28851], [10.34392, 18.21000, 12.91743], [9.76914, 18.31869, 11.58451], [8.42654, 18.64951, 11.39910], [7.88812, 18.75012, 10.12107], [8.67253, 18.49176, 9.00865], [10.03126, 18.23647, 9.18718], [10.57465, 18.08882, 10.46207], [16.95668, 15.97679, 19.54091], [16.01993, 16.94880, 21.29064], [13.79208, 17.35326, 22.42229], [11.71470, 17.53783, 20.98213], [11.95630, 17.28821, 18.60070], [14.24193, 15.21311, 17.10587], [11.95192, 16.24593, 16.90846], [11.28968, 17.96826, 15.28698], [10.10289, 19.00350, 13.63328], [7.82055, 18.79054, 12.30244], [6.85195, 19.08031, 9.99961], [8.22442, 18.37756, 8.03013], [10.66366, 18.09322, 8.29674], [11.64255, 17.84702, 10.57369], [17.34622, 18.56586, 8.75417], [16.44601, 18.49061, 9.76664], [15.23191, 18.83250, 9.26954], [16.81347, 19.45211, 10.66596], [16.43221, 17.10356, 10.38595], [17.27511, 16.10009, 9.84391], [17.40856, 14.88015, 10.46197], [16.80194, 14.64524, 11.68730], [15.89400, 15.52746, 12.20185], [15.68437, 16.75033, 11.57005], [14.50448, 17.73890, 12.30427], [17.83978, 16.29357, 8.94441], [18.01865, 14.10685, 10.00633], [17.03368, 13.75381, 12.27271], [10.24725, 12.44415, 16.29120], [10.52185, 12.16677, 15.14532], [19.65646, 17.47360, 16.48656], [18.76570, 16.58761, 15.64712], [18.26388, 15.44627, 16.48738], [17.59354, 17.31110, 14.98405], [16.89296, 18.35914, 15.80350], [17.44589, 19.66213, 15.84156], [16.82499, 20.67041, 16.58195], [15.56644, 20.48010, 17.15702], [14.95196, 19.23016, 17.03779], [15.59294, 18.15089, 16.39189], [20.49405, 16.87578, 16.87867], [19.05620, 17.89346, 17.28967], [20.01335, 18.26724, 15.79789], [19.36621, 16.16377, 14.87638], [17.65102, 15.82263, 17.33950], [19.10928, 14.95720, 16.94549], [17.70929, 14.73526, 15.88942], [16.92333, 16.43643, 14.64336], [18.01294, 17.72563, 14.06927], [18.39028, 19.86980, 15.35103], [17.31057, 21.64342, 16.70984], [15.09970, 21.24594, 17.76098], [13.98953, 19.06204, 17.49118], [19.08569, 10.34703, 18.90976], [17.90514, 10.85936, 18.19086], [17.90641, 10.94175, 16.78836], [16.81177, 11.34321, 15.99867], [16.87758, 11.10408, 14.51434], [15.67998, 12.01004, 16.66071], [14.69620, 12.82432, 16.06868], [14.92970, 13.53270, 14.93975], [15.61526, 11.87774, 18.12699], [14.41350, 12.36623, 18.87656], [16.69290, 11.29140, 18.80499], [19.95832, 10.25939, 18.24404], [18.89252, 9.37576, 19.34182], [19.40075, 10.98765, 19.73933], [18.84466, 10.59576, 16.30638], [17.63821, 11.80525, 14.09181], [15.89825, 11.14432, 14.02887], [17.35685, 10.13591, 14.28365], [13.74960, 12.89501, 16.61979], [14.18269, 13.40143, 18.62295], [14.67031, 12.30413, 19.92779], [13.53758, 11.74251, 18.75974], [16.60159, 11.17150, 19.88880], [13.65911, 10.55194, 11.96893], [14.14916, 12.58501, 11.21362], [12.15364, 12.14113, 10.27133], [12.18830, 10.68274, 9.93259], [11.62859, 10.13607, 8.76089], [11.90065, 8.84280, 8.44445], [12.65750, 8.00970, 9.30864], [13.14041, 8.48103, 10.50697], [12.98249, 9.86374, 10.80137], [12.93418, 10.61436, 12.79157], [14.56704, 10.08658, 12.34872], [12.01207, 12.84544, 9.40861], [11.34971, 12.32708, 10.99958], [10.99064, 10.74301, 8.08038], [11.53505, 8.40211, 7.51838], [12.76141, 6.96795, 9.03774], [13.72302, 7.83670, 11.15189]], "forces_ev_per_angstrom": [[0.124, 0.051, -1.133], [0.160, 0.620, 0.145], [-0.735, -0.927, 0.798], [0.012, -0.447, -1.377], [-0.327, -0.223, 0.387], [0.742, 0.096, -1.009], [-0.395, 0.315, 0.212], [-0.177, 0.326, -0.193], [1.963, -0.542, -0.334], [-0.202, 0.563, 1.103], [-0.270, 1.514, -0.177], [-2.777, 1.209, 0.138], [2.214, -0.905, 2.227], [-1.594, 1.117, -1.119], [0.066, 1.092, 0.570], [0.611, -1.715, -0.305], [0.030, -0.172, -0.484], [-0.096, 0.342, 0.434], [-0.576, 0.220, 0.381], [0.376, -0.337, 0.319], [0.325, -0.540, -0.395], [0.334, 0.346, -0.445], [-0.259, 0.059, -0.027], [0.029, 0.052, 0.453], [0.226, 0.286, -0.133], [0.284, -0.043, 0.191], [-0.103, -0.178, -0.014], [0.224, 0.708, -0.131], [-0.497, -0.325, 0.248], [0.022, -0.331, -0.376], [0.304, -0.357, -0.035], [0.040, 0.157, -0.538], [0.304, -0.426, 0.059], [0.067, 0.514, -0.055], [-0.298, -0.005, 0.587], [-0.543, 0.232, -0.004], [-0.607, -0.126, 0.494], [-0.259, 0.436, 0.128], [0.810, -0.121, 0.266], [-0.361, -0.763, -0.549], [0.971, -1.617, 0.354], [-1.176, 1.808, 0.297], [0.355, -1.236, 0.805], [-0.648, 1.251, -0.508], [1.948, 0.237, -1.430], [0.394, -0.497, -0.299], [-0.237, 0.212, 0.276], [-0.054, 0.115, -0.090], [0.064, 0.139, 0.170], [-0.313, 0.108, -0.148], [1.402, -1.376, -5.755], [-1.361, 1.401, 5.732], [0.222, 0.102, -1.034], [0.597, -0.945, 0.202], [-0.100, 0.426, 0.931], [-0.888, -1.571, -1.005], [-0.980, 0.494, 0.120], [-0.813, -0.546, 0.849], [-0.005, 0.511, -0.075], [0.674, -1.136, -0.220], [0.272, -0.719, -0.266], [0.873, 0.049, -0.332], [-0.377, 0.258, -0.236], [0.058, 0.009, -0.069], [-0.036, -0.399, 0.728], [-1.018, 0.773, 1.123], [0.182, -0.002, -1.103], [0.433, -0.240, -0.097], [-0.192, 0.029, -0.189], [0.739, 1.567, 0.565], [-0.045, 0.301, 0.024], [-0.085, -0.038, -0.027], [-0.137, -0.402, -0.237], [-0.038, 0.085, -0.193], [-0.158, 0.029, -0.031], [0.932, 0.196, 0.254], [-2.070, 1.230, -1.183], [0.261, -0.470, -0.298], [-0.322, 1.085, 1.035], [1.028, 0.162, -0.186], [1.867, -1.728, 1.439], [1.227, 1.865, -3.841], [-0.915, -3.447, 4.617], [0.895, -0.633, -1.676], [0.639, 0.133, 0.590], [0.032, 0.006, 0.274], [-0.401, -0.069, 0.146], [-0.107, -0.383, 0.095], [-0.251, 0.039, -0.058], [-0.891, 0.087, -0.021], [-0.939, -0.075, -0.050], [0.356, 0.298, -0.012], [-0.477, 0.152, 0.375], [0.087, 0.460, -0.531], [-0.110, -0.033, 0.221], [-0.172, 0.271, 0.271], [-0.247, -0.166, -0.362], [0.020, 0.138, -0.278], [-0.286, 0.316, 0.014], [-1.757, -1.404, -0.054], [-0.071, 1.206, -0.311], [1.462, -0.959, 0.396], [-0.327, 1.486, 0.290], [0.536, -1.872, 0.158], [-1.122, 0.305, -0.630], [0.201, 1.490, 0.045], [-0.451, -0.073, -1.240], [0.302, 0.376, -0.005], [-0.076, -0.187, -0.281], [0.155, -0.866, 0.712], [0.418, 0.235, 0.010], [0.668, -0.354, 0.646], [-0.005, 0.186, 0.192], [0.218, 0.006, 0.003], [-0.019, 0.040, 0.095]], "mulliken_charge": [-0.1823, -0.3236, 1.0497, -1.0298, -0.5232, -1.0705, -0.7028, 0.4574, 1.6030, 0.9012, -0.0912, 0.0640, -0.3982, 0.3573, -0.0429, -0.8984, 0.3924, -0.4057, -0.5532, -0.4942, -0.6627, -0.2844, 0.2120, 0.5092, 0.4207, 0.4641, 0.4425, -1.7043, 0.4446, 0.4581, 0.5418, 0.4021, 0.3643, 0.4026, 0.3867, 0.5103, -0.2963, 0.4304, -0.2069, -0.2124, -0.3738, -0.3435, -1.0408, -0.5150, 0.4747, 0.7553, -0.4071, 0.5333, 0.4644, 0.6182, -0.2010, 0.2083, -0.8553, 0.0328, -0.5906, -0.6308, 0.5678, -0.3667, -0.9066, -0.9331, -1.0132, 0.9447, 0.3418, 0.3876, 0.3433, 0.4274, -0.0198, 0.5653, 0.3196, -0.7950, 0.7429, 0.5547, 0.4249, 0.4819, 0.4493, -1.4108, 0.5494, -0.8345, 0.8466, -1.2024, 1.1360, -1.0836, 0.1499, 0.7517, -1.6114, -0.8220, 0.3751, 0.3337, 0.3673, 0.3758, 0.3179, -0.1716, 0.5617, 0.5609, 0.1165, 0.4457, 0.3724, 0.3857, -0.9071, 0.1157, -0.8863, 0.5664, -0.7752, -0.4717, -0.5270, -0.9286, 0.6728, 0.3713, 0.4920, 0.4966, 0.3298, 0.3664, 0.3750, 0.3981, 0.4243]}

---

(2)
{"formula": "C10H9Cl2N", "method": "the ωB97M-V functional and the def2-TZVPD basis", "orbital_gap_ev": 9.6, "total_charge": 0, "e_homo_ev": -9.2, "elements": ["C", "C", "C", "C", "C", "C", "C", "C", "C", "C", "N", "Cl", "Cl", "H", "H", "H", "H", "H", "H", "H", "H", "H"], "positions_angstrom": [[-2.86705, -0.66552, 1.31769], [-1.98631, 0.39529, 1.58281], [-2.75022, -1.33031, 0.04326], [-0.92864, 0.75621, 0.77926], [-1.65246, -1.07808, -0.79094], [-0.82048, 0.01515, -0.41205], [0.35604, 0.44829, -2.81040], [1.31552, 1.40553, -1.28597], [0.47773, 0.10917, -1.18113], [2.70334, 1.42460, -0.68351], [1.19761, 1.37954, -2.84172], [-0.67227, -0.05929, -4.05619], [1.36692, -1.45919, -1.16961], [-3.65388, -0.79687, 2.10601], [-2.21838, 0.93323, 2.58576], [-3.44831, -2.10167, -0.33372], [-0.34174, 1.63305, 0.82718], [-1.71600, -1.59389, -1.81403], [0.77507, 2.29434, -0.89781], [2.80082, 1.84259, 0.33397], [3.25065, 2.11240, -1.25810], [3.22090, 0.47775, -0.79995]], "forces_ev_per_angstrom": [[0.154, 0.326, -1.057], [-1.378, 0.524, 3.012], [0.019, -0.242, 0.928], [-1.461, -1.598, -2.191], [-1.810, 1.037, 0.081], [1.839, -1.514, -0.289], [-0.027, -0.177, 3.158], [0.363, -0.207, -0.131], [-1.792, 0.208, -3.653], [-0.050, -0.160, 0.098], [0.588, 1.127, 1.121], [0.009, -0.401, -0.266], [0.098, 0.452, 0.530], [0.650, -0.381, -1.309], [0.727, -0.726, -1.897], [0.218, 0.559, 0.743], [0.649, 0.602, 0.813], [0.952, 0.936, 1.733], [-0.043, -0.605, -0.513], [-0.544, -0.635, -0.217], [0.908, 1.040, -0.990], [-0.068, -0.166, 0.295]], "mulliken_charge": [-0.4825, -0.2790, -0.4113, -0.5295, -0.6200, 0.4791, 0.1926, 0.3297, 0.8306, -1.3450, -0.6700, -0.1540, -0.1660, 0.2997, 0.2169, 0.3349, 0.3486, 0.1685, 0.4209, 0.3001, 0.4086, 0.3272]}

---

(3)
{"formula": "C19H27N3O5", "method": "the ωB97M-V functional and the def2-TZVPD basis", "orbital_gap_ev": 8.9, "total_charge": 0, "e_homo_ev": -8.4, "smiles": "O=C(c1ccc2c(c1)OCO2)N1CCCCCC1.CNC(=O)CNC(C)=O", "elements": ["O", "C", "C", "C", "C", "C", "C", "C", "O", "C", "O", "N", "C", "C", "C", "C", "C", "C", "H", "H", "H", "H", "H", "H", "H", "H", "H", "H", "H", "H", "H", "H", "H", "H", "H", "C", "N", "C", "O", "C", "N", "C", "C", "O", "H", "H", "H", "H", "H", "H", "H", "H", "H", "H"], "positions_angstrom": [[1.49325, 0.23102, -3.57836], [0.38631, -0.23853, -3.33459], [0.07023, -1.54874, -3.94373], [-1.17554, -1.80371, -4.55800], [-1.43913, -3.04400, -5.15628], [-0.45275, -4.02917, -5.14950], [0.77068, -3.79255, -4.56475], [1.04972, -2.56199, -3.96951], [1.57626, -4.87897, -4.67766], [0.79479, -5.84521, -5.40553], [-0.50128, -5.27824, -5.67740], [-0.51063, 0.49541, -2.54483], [-0.18328, 1.87879, -2.17637], [0.74913, 1.91714, -0.96123], [0.04399, 1.61383, 0.36565], [-0.73084, 0.28693, 0.40188], [-1.97699, 0.30086, -0.49755], [-1.68397, -0.14634, -1.93633], [-1.93581, -1.02883, -4.59204], [-2.39265, -3.24544, -5.63359], [2.03084, -2.39337, -3.53441], [1.29699, -6.09984, -6.34416], [0.68536, -6.76091, -4.81605], [0.30528, 2.38097, -3.01868], [-1.09220, 2.45273, -1.97094], [1.18873, 2.91726, -0.89359], [1.57329, 1.21152, -1.10475], [-0.63923, 2.43551, 0.60549], [0.81110, 1.58626, 1.14356], [-0.07243, -0.54481, 0.12911], [-1.05935, 0.11896, 1.43207], [-2.71889, -0.38629, -0.07872], [-2.43122, 1.29667, -0.49457], [-1.53557, -1.23045, -1.89818], [-2.56559, 0.04829, -2.55521], [2.78421, 0.81281, 4.57030], [1.86116, 0.62990, 5.69169], [0.52388, 0.61947, 5.66264], [-0.09390, 0.46048, 6.70388], [-0.23507, 0.87294, 4.35349], [0.11157, 2.15053, 3.72138], [-0.24893, 3.37000, 4.11282], [-1.16597, 3.54613, 5.30637], [0.15214, 4.34557, 3.49919], [2.83463, 1.86822, 4.29446], [3.78343, 0.48368, 4.86000], [2.46216, 0.22828, 3.70728], [2.25927, 0.48995, 6.60850], [0.00465, 0.06266, 3.66624], [-1.30531, 0.83429, 4.55793], [0.70009, 2.12872, 2.90492], [-0.65922, 3.21499, 6.21156], [-2.07430, 2.96617, 5.15716], [-1.42311, 4.60047, 5.39891]], "forces_ev_per_angstrom": [[-0.170, 0.099, 0.106], [0.746, 1.808, 0.607], [-1.426, -1.342, -0.375], [0.653, -0.331, 0.223], [0.140, -0.312, -0.177], [-0.659, 1.185, 0.201], [-0.232, 1.600, 0.500], [0.294, -0.367, 0.008], [-0.191, -0.551, -0.291], [0.142, -0.326, -0.077], [0.481, -0.332, 0.088], [-0.094, -1.235, -0.627], [0.662, -0.293, -0.046], [-0.127, 0.162, 0.260], [0.098, -0.248, -0.306], [-0.163, 0.470, 0.038], [0.359, -0.061, -0.094], [-0.203, 0.089, 0.078], [0.106, -0.136, 0.060], [0.099, 0.071, 0.042], [-0.172, 0.088, -0.027], [-0.068, 0.270, 0.002], [-0.101, 0.227, 0.133], [-0.052, -0.359, 0.048], [-0.094, -0.305, -0.040], [0.029, -0.052, 0.001], [-0.117, 0.080, -0.191], [0.024, -0.052, 0.105], [0.036, 0.049, -0.062], [-0.036, 0.001, -0.006], [0.051, -0.050, -0.020], [-0.029, 0.064, -0.198], [0.042, -0.063, 0.094], [0.128, 0.200, -0.262], [-0.105, -0.090, 0.060], [-0.363, 0.212, 0.236], [1.292, -0.116, -0.718], [-1.006, 0.305, 0.733], [-0.370, -0.151, -0.040], [0.499, 0.494, -0.080], [0.216, -2.187, -0.048], [-0.474, 1.920, 0.406], [0.190, -0.210, -0.235], [0.153, 0.152, -0.195], [0.098, -0.065, -0.118], [-0.194, -0.040, 0.000], [0.076, 0.004, -0.003], [-0.167, 0.034, -0.053], [-0.033, 0.059, -0.217], [0.169, -0.101, 0.210], [-0.024, 0.126, 0.053], [-0.154, -0.144, 0.108], [-0.086, -0.118, 0.221], [0.124, -0.134, -0.114]], "mulliken_charge": [-0.6435, 0.2419, 0.1870, -0.3678, -0.9235, 0.9495, 0.8490, -0.9800, -0.4983, -0.2363, -0.4874, 0.2474, -1.1241, -0.8926, -0.0925, -0.1977, -1.1218, -0.8248, 0.4525, 0.4097, 0.4538, 0.2482, 0.2436, 0.4798, 0.5029, 0.4147, 0.3303, 0.3679, -0.1236, 0.3138, 0.1409, 0.4518, 0.4221, 0.5358, 0.1842, -0.7578, -0.1570, 0.4798, -0.6608, -0.9255, 0.2798, 0.7551, -1.1461, -0.6687, 0.2492, 0.3319, 0.2367, 0.2640, 0.3998, 0.4270, 0.0444, 0.2910, 0.3146, 0.3300]}

---

(4)
{"formula": "C3H5ClNOPS", "method": "the ωB97M-V functional and the def2-TZVPD basis", "orbital_gap_ev": 7.5, "total_charge": 0, "e_homo_ev": -8.9, "smiles": "CO/C(CP=S)=N/Cl", "elements": ["C", "O", "C", "C", "P", "S", "N", "Cl", "H", "H", "H", "H", "H"], "positions_angstrom": [[0.39192, 1.38239, 0.62516], [0.84179, 0.14652, -0.12884], [0.01575, -0.21040, -1.02491], [0.76096, -1.26904, -2.01301], [2.63829, -2.08237, -2.02498], [3.68056, -1.43911, -0.58349], [-1.18820, 0.18143, -1.05226], [-2.25525, -0.35635, -2.23659], [-0.42827, 1.13036, 1.30660], [0.20638, 2.07688, -0.15725], [1.29099, 1.89199, 0.99866], [0.11204, -1.97150, -2.30429], [0.84734, -0.68484, -2.94352]], "forces_ev_per_angstrom": [[1.541, -0.840, -0.815], [1.188, 2.943, 3.195], [0.392, -3.976, -3.226], [2.291, 3.828, 1.017], [-2.153, 0.848, 0.303], [0.144, 0.066, 0.139], [-0.110, 0.793, 0.664], [0.111, -0.377, -0.487], [0.442, 0.394, -0.270], [-1.458, 0.507, -0.584], [-0.110, -1.145, 0.896], [-2.489, -3.113, -0.801], [0.211, 0.072, -0.032]], "mulliken_charge": [-0.7502, -0.2470, 0.8555, -1.1382, 0.2405, -0.1826, -0.5363, -0.1354, 0.2884, 0.3424, 0.2845, 0.5419, 0.4364]}